Entry 1:
{"formula": "C43H50Cl2N4O2P", "method": "ωB97M-V/def2-TZVPD", "species": ["O", "C", "C", "N", "C", "C", "C", "Cl", "C", "N", "C", "P", "O", "Cl", "N", "N", "H", "H", "H", "H", "H", "H", "H", "H", "H", "H", "H", "H", "H", "H", "C", "C", "C", "C", "C", "C", "H", "H", "H", "H", "H", "H", "C", "C", "C", "C", "C", "C", "H", "H", "H", "H", "H", "H", "C", "C", "C", "C", "C", "C", "H", "H", "H", "H", "H", "H", "C", "C", "C", "C", "C", "C", "H", "H", "H", "H", "H", "H", "C", "C", "C", "C", "C", "C", "H", "H", "H", "H", "H", "H", "C", "C", "C", "C", "C", "C", "H", "H", "H", "H", "H", "H"], "xyz": [[0.03, 6.19, -3.07], [-0.76, 5.60, -4.05], [-1.56, 4.41, -3.52], [-0.84, 3.65, -2.48], [-0.98, 4.06, -1.07], [-1.43, 2.92, -0.14], [-0.37, 2.76, 0.95], [-1.04, 1.90, 2.36], [-0.08, 2.64, -2.80], [0.60, 1.86, -1.93], [1.20, 0.96, -2.60], [2.18, -0.31, -1.65], [3.70, -0.18, -2.17], [1.54, -2.07, -2.52], [0.99, 1.10, -3.91], [0.17, 2.18, -4.03], [0.92, 5.81, -3.06], [-1.47, 6.34, -4.39], [-0.20, 5.31, -4.94], [-2.48, 4.76, -3.08], [-1.84, 3.72, -4.31], [-0.03, 4.48, -0.76], [-1.70, 4.85, -1.03], [-1.51, 1.98, -0.67], [-2.35, 3.20, 0.35], [0.45, 2.20, 0.54], [-0.06, 3.73, 1.30], [4.16, -0.95, -1.80], [1.36, 0.53, -4.65], [-0.13, 2.48, -4.94], [-1.91, -1.80, 0.02], [-1.14, -2.87, -0.40], [-1.59, -4.17, -0.20], [-2.82, -4.39, 0.40], [-3.59, -3.31, 0.82], [-3.13, -2.02, 0.63], [-1.55, -0.78, -0.13], [-0.18, -2.70, -0.88], [-0.99, -5.01, -0.53], [-3.17, -5.40, 0.55], [-4.55, -3.49, 1.29], [-3.73, -1.18, 0.96], [5.01, -1.53, 1.30], [5.46, -1.53, 2.61], [4.70, -2.12, 3.60], [3.49, -2.72, 3.29], [3.03, -2.73, 1.98], [3.79, -2.13, 0.98], [5.60, -1.07, 0.52], [6.40, -1.06, 2.85], [5.05, -2.11, 4.63], [2.89, -3.19, 4.07], [2.09, -3.20, 1.73], [3.44, -2.13, -0.03], [-4.40, -6.37, -4.53], [-3.11, -6.57, -4.07], [-2.40, -5.50, -3.54], [-2.97, -4.24, -3.46], [-4.27, -4.05, -3.93], [-4.98, -5.11, -4.47], [-4.96, -7.20, -4.95], [-2.66, -7.55, -4.12], [-1.39, -5.66, -3.18], [-2.41, -3.42, -3.04], [-4.72, -3.06, -3.87], [-5.99, -4.95, -4.83], [5.17, 5.00, -2.12], [6.26, 5.85, -1.98], [6.07, 7.14, -1.51], [4.80, 7.58, -1.17], [3.71, 6.73, -1.31], [3.90, 5.44, -1.79], [5.32, 3.99, -2.50], [7.25, 5.51, -2.24], [6.92, 7.80, -1.40], [4.65, 8.58, -0.79], [2.72, 7.07, -1.04], [3.05, 4.77, -1.90], [2.79, 0.15, 3.47], [4.11, 0.03, 3.89], [4.76, 1.11, 4.47], [4.08, 2.30, 4.65], [2.76, 2.42, 4.24], [2.11, 1.35, 3.65], [2.29, -0.70, 3.01], [4.64, -0.91, 3.75], [5.79, 1.01, 4.79], [4.58, 3.15, 5.11], [2.23, 3.36, 4.38], [1.08, 1.45, 3.32], [-5.55, -3.14, 4.27], [-6.75, -2.83, 4.90], [-7.71, -3.81, 5.09], [-7.46, -5.11, 4.67], [-6.26, -5.42, 4.04], [-5.31, -4.43, 3.84], [-4.81, -2.37, 4.12], [-6.94, -1.82, 5.24], [-8.65, -3.57, 5.58], [-8.21, -5.88, 4.82], [-6.07, -6.44, 3.71], [-4.38, -4.67, 3.35]], "orbital_gap_ev": 6.0593, "total_charge": 1, "e_homo_ev": -9.562, "lumo_energy_ha": -0.129, "energy_ha": -3299.383923, "spin_multiplicity": 1}

---

Entry 2:
{"formula": "C43H51Cl2GeLaN5O8S2", "method": "ωB97M-V/def2-TZVPD", "species": ["La", "O", "S", "O", "O", "O", "O", "H", "H", "O", "C", "O", "C", "C", "Ge", "C", "C", "C", "C", "C", "C", "C", "C", "C", "C", "C", "C", "C", "C", "C", "C", "C", "C", "H", "H", "H", "H", "H", "H", "H", "H", "H", "H", "H", "H", "H", "H", "H", "H", "H", "H", "H", "Cl", "C", "C", "C", "C", "N", "C", "H", "H", "H", "H", "C", "N", "C", "N", "C", "N", "C", "N", "C", "C", "H", "H", "H", "H", "H", "H", "H", "H", "H", "H", "H", "H", "Cl", "C", "C", "C", "C", "C", "C", "C", "H", "H", "H", "H", "H", "H", "O", "S", "C", "C", "C", "C", "H", "H", "H", "H", "H", "H", "H", "H"], "xyz": [[0.17, -1.83, 0.76], [-3.24, -3.93, -0.04], [-2.00, -3.28, -0.39], [-1.52, -3.41, -1.75], [-2.06, -1.80, -0.04], [-0.86, -3.77, 0.54], [-1.34, 0.40, 1.46], [-0.95, 0.82, 0.66], [-2.02, -0.18, 1.07], [0.07, -0.87, -2.62], [-0.50, 0.01, -1.97], [-0.01, 0.50, -0.88], [-1.84, 0.50, -2.45], [-2.28, 1.89, -1.99], [-1.25, 3.51, -2.40], [-0.79, 4.56, -0.81], [-1.10, 5.91, -0.71], [-0.72, 6.66, 0.40], [-0.03, 6.05, 1.44], [0.29, 4.71, 1.35], [-0.08, 3.98, 0.24], [-2.45, 4.66, -3.42], [-3.64, 5.09, -2.83], [-4.56, 5.86, -3.53], [-4.29, 6.22, -4.85], [-3.12, 5.80, -5.45], [-2.21, 5.03, -4.74], [0.38, 3.37, -3.47], [0.93, 2.21, -4.02], [2.12, 2.25, -4.74], [2.79, 3.45, -4.92], [2.26, 4.61, -4.39], [1.07, 4.57, -3.67], [-2.54, -0.26, -2.09], [-1.86, 0.43, -3.54], [-2.43, 1.89, -0.91], [-3.25, 2.12, -2.44], [-1.64, 6.41, -1.51], [-0.97, 7.71, 0.45], [0.25, 6.63, 2.31], [0.83, 4.22, 2.16], [0.19, 2.94, 0.17], [-3.87, 4.82, -1.81], [-5.47, 6.18, -3.05], [-5.00, 6.83, -5.39], [-2.91, 6.07, -6.48], [-1.30, 4.71, -5.23], [0.45, 1.25, -3.90], [2.51, 1.34, -5.16], [3.71, 3.48, -5.49], [2.77, 5.56, -4.52], [0.69, 5.49, -3.25], [3.91, 0.94, 5.22], [3.37, 1.00, 3.56], [4.04, 1.76, 2.63], [3.56, 1.76, 1.33], [2.44, 1.00, 1.03], [1.80, 0.28, 1.95], [2.26, 0.26, 3.19], [4.91, 2.34, 2.91], [4.04, 2.34, 0.55], [2.02, 0.97, 0.03], [1.74, -0.35, 3.91], [-3.18, -1.62, 2.92], [-1.90, -2.31, 3.13], [-1.34, -1.85, 4.41], [-2.23, -2.11, 5.53], [-3.50, -1.44, 5.26], [-4.12, -1.88, 4.01], [-4.33, -3.32, 4.09], [-3.09, -4.05, 4.32], [-2.17, -3.75, 3.22], [-2.49, -3.56, 5.56], [-3.60, -1.96, 1.97], [-2.98, -0.54, 2.87], [-1.15, -0.78, 4.34], [-0.39, -2.38, 4.57], [-3.32, -0.36, 5.20], [-4.19, -1.64, 6.08], [-4.76, -3.67, 3.15], [-5.03, -3.53, 4.90], [-2.62, -4.08, 2.27], [-1.22, -4.27, 3.37], [-1.55, -4.08, 5.73], [-3.17, -3.77, 6.39], [1.20, -4.75, 4.45], [1.69, -5.28, 2.82], [1.56, -6.62, 2.55], [1.96, -7.13, 1.32], [2.50, -6.24, 0.40], [2.62, -4.90, 0.70], [2.20, -4.34, 1.92], [2.25, -2.92, 2.15], [1.14, -7.27, 3.31], [1.84, -8.18, 1.10], [2.83, -6.60, -0.57], [3.03, -4.22, -0.03], [3.06, -2.43, 1.61], [2.28, -2.67, 3.22], [2.03, -1.92, -0.74], [2.62, -1.20, -1.96], [2.40, -2.39, -3.30], [3.77, -2.95, -3.66], [4.61, -2.92, -2.39], [4.37, -1.54, -1.79], [1.87, -1.88, -4.11], [1.71, -3.12, -2.88], [4.25, -2.32, -4.42], [3.68, -3.95, -4.09], [5.67, -3.11, -2.57], [4.27, -3.68, -1.69], [4.89, -0.76, -2.35], [4.59, -1.43, -0.73]], "orbital_gap_ev": 5.9318, "total_charge": -1, "e_homo_ev": -4.106, "lumo_energy_ha": 0.067, "energy_ha": -6370.388135, "spin_multiplicity": 1}

---

Entry 3:
{"formula": "C43H51FeN6O2P2S2SbSe4", "method": "ωB97M-V/def2-TZVPD", "species": ["Fe", "O", "N", "C", "C", "C", "C", "C", "S", "H", "H", "H", "H", "C", "S", "C", "C", "C", "N", "P", "C", "C", "C", "C", "C", "C", "C", "C", "C", "C", "C", "C", "P", "C", "C", "C", "C", "C", "C", "C", "C", "C", "C", "C", "C", "H", "H", "H", "H", "H", "H", "H", "H", "H", "H", "H", "H", "H", "H", "H", "H", "H", "H", "H", "H", "H", "H", "H", "H", "H", "H", "H", "H", "H", "C", "C", "C", "C", "N", "N", "H", "H", "H", "H", "H", "H", "H", "H", "H", "H", "H", "H", "N", "C", "O", "C", "C", "C", "N", "C", "C", "H", "H", "H", "H", "H", "H", "Se", "Sb", "Se", "Se", "Se"], "xyz": [[12.99, 15.25, 15.06], [12.29, 16.16, 17.00], [13.02, 16.17, 18.11], [12.56, 16.95, 19.17], [13.33, 17.12, 20.28], [14.52, 16.44, 20.40], [14.92, 15.63, 19.39], [14.22, 15.60, 18.12], [14.93, 14.98, 16.69], [11.60, 17.33, 19.02], [12.85, 17.55, 21.14], [15.08, 16.51, 21.34], [15.85, 15.10, 19.38], [19.07, 10.94, 10.36], [17.39, 10.27, 10.17], [16.45, 11.65, 9.29], [15.57, 12.61, 10.14], [14.40, 11.90, 10.82], [13.52, 12.68, 11.78], [14.14, 13.10, 13.39], [15.91, 13.72, 13.19], [17.05, 12.93, 13.26], [18.34, 13.50, 13.07], [18.42, 14.85, 12.82], [17.25, 15.63, 12.80], [15.98, 15.08, 12.94], [14.18, 11.38, 14.21], [13.16, 10.56, 13.78], [13.20, 9.33, 14.37], [14.03, 8.79, 15.35], [14.95, 9.68, 15.88], [14.92, 11.06, 15.40], [12.06, 13.58, 11.26], [12.92, 14.32, 9.83], [13.70, 15.40, 10.22], [14.71, 15.86, 9.34], [14.85, 15.19, 8.16], [13.96, 14.23, 7.72], [12.98, 13.81, 8.57], [10.86, 12.31, 10.41], [9.96, 12.58, 9.36], [9.12, 11.63, 8.88], [8.96, 10.39, 9.50], [9.71, 10.14, 10.64], [10.65, 11.09, 11.05], [19.84, 10.14, 10.27], [19.07, 11.26, 11.39], [19.28, 11.71, 9.58], [15.86, 11.17, 8.56], [17.28, 12.19, 8.84], [15.20, 13.43, 9.49], [16.31, 13.07, 10.86], [14.64, 11.02, 11.39], [13.74, 11.48, 10.00], [16.94, 11.87, 13.48], [19.29, 12.95, 13.08], [19.36, 15.38, 12.66], [17.43, 16.66, 12.60], [15.07, 15.71, 12.79], [12.61, 10.82, 12.88], [12.53, 8.62, 13.92], [14.00, 7.76, 15.68], [15.58, 9.37, 16.71], [15.57, 11.86, 15.82], [13.60, 15.90, 11.16], [15.40, 16.65, 9.66], [15.68, 15.46, 7.46], [14.00, 13.80, 6.68], [12.35, 13.06, 8.25], [9.95, 13.54, 8.79], [8.49, 12.01, 8.05], [8.22, 9.69, 9.05], [9.70, 9.16, 11.13], [11.17, 10.95, 12.00], [12.52, 20.52, 12.94], [13.50, 20.50, 11.72], [12.63, 21.03, 10.53], [14.66, 21.45, 12.22], [13.95, 19.16, 11.30], [14.84, 18.53, 12.20], [12.15, 21.54, 13.05], [13.02, 20.28, 13.87], [11.67, 19.81, 12.86], [12.24, 21.98, 10.83], [11.72, 20.35, 10.38], [13.19, 20.97, 9.60], [14.30, 22.48, 12.31], [15.43, 21.53, 11.45], [15.09, 21.18, 13.19], [13.27, 18.48, 10.96], [14.39, 18.53, 13.17], [15.58, 19.22, 12.32], [8.38, 9.82, 13.89], [9.47, 9.88, 14.75], [10.10, 8.90, 15.13], [9.92, 11.23, 15.19], [10.93, 11.22, 16.07], [11.62, 12.48, 16.35], [11.43, 13.55, 15.56], [10.39, 13.50, 14.67], [9.61, 12.42, 14.51], [8.08, 8.95, 13.47], [7.59, 10.47, 14.02], [11.07, 10.41, 16.75], [12.40, 12.53, 17.11], [10.23, 14.42, 14.04], [8.74, 12.44, 13.86], [5.20, 14.40, 11.09], [5.29, 12.76, 12.93], [12.15, 16.68, 13.19], [4.55, 10.52, 12.32], [5.54, 13.24, 15.17]], "orbital_gap_ev": [6.6292, 5.8408], "s2": 8.768, "total_charge": -1, "e_homo_ev": [-5.017, -5.017], "lumo_energy_ha": [0.059, 0.030], "energy_ha": -14736.924753, "spin_multiplicity": 6}